(1)
C57H66Cl2Ge2KN9O2Se as an isolated structure, computed with ωB97M-V/def2-TZVPD.

```
140
Properties=species:S:1:pos:R:3
C -0.640 -6.031 -0.734
H -1.761 3.386 -6.769
H -1.519 -6.521 -1.140
N -5.053 -3.910 -1.233
H 0.021 9.216 3.237
C -1.927 1.521 4.591
C -0.125 -4.934 -1.367
H 1.168 3.111 -5.526
H 0.813 2.244 -0.113
C -0.700 6.593 0.517
C 2.899 3.354 -4.308
H -5.352 -5.206 3.285
H -3.712 1.955 5.763
C -5.876 -3.586 -0.240
H 3.608 1.106 -2.693
C -4.595 -4.488 1.397
N -0.501 4.912 -4.230
C 4.019 0.899 0.977
H 5.394 4.542 -2.333
H 0.966 -2.590 -2.250
H 0.776 3.999 -0.157
N -1.028 0.704 -3.375
C -0.313 4.137 3.272
N 3.075 -0.001 0.793
H -4.125 3.901 2.164
H -3.619 5.821 0.576
H -5.198 5.113 0.246
C -1.123 2.122 -5.297
H 3.443 -0.457 -1.890
H -3.404 -5.199 4.561
H -0.792 -1.129 -6.171
H 2.270 -1.389 -3.871
Ge -1.849 3.360 1.222
C -0.907 -0.353 -4.172
H 3.458 2.626 -4.886
H 2.997 2.620 0.120
C -2.007 -4.242 3.229
H 1.347 -2.508 2.750
H 1.262 -4.621 4.025
H 2.630 -4.472 0.591
Cl -2.519 -0.044 0.678
H 0.906 5.981 -2.355
H 1.287 0.696 4.863
C -0.490 7.917 0.159
C 0.846 4.562 -3.963
H -0.951 -5.731 4.362
Se 3.708 -1.549 1.410
C 3.902 2.279 0.606
H -3.832 4.731 -0.791
C -0.631 6.186 1.850
C 6.145 2.634 1.502
H 1.670 -6.401 1.717
H 0.252 0.034 2.664
C -1.136 1.915 -3.922
H -3.835 2.419 4.069
H 1.146 1.338 1.863
N -1.170 -8.409 1.823
N 5.259 -0.859 1.915
H -2.220 0.509 4.299
C -0.663 -7.595 1.177
H 2.140 2.021 4.075
C -0.049 -6.555 0.432
H 2.382 -2.575 -1.058
H -0.823 -1.317 -3.687
C 0.676 1.037 2.800
C -0.995 1.009 -6.123
C 1.453 -3.029 -1.385
C 0.356 -4.202 3.609
H -3.326 -0.272 -1.521
C 3.523 4.016 -3.258
H -0.924 5.857 -0.248
K 0.633 -0.638 -0.075
C -3.333 -4.802 3.553
H -2.700 -2.570 2.067
C -0.867 -4.814 3.790
C -3.153 2.367 4.921
C 4.939 3.104 0.872
H -4.278 2.814 0.799
O 1.711 0.557 -2.075
C 2.856 -0.474 -3.964
H 2.550 0.352 3.687
C 1.158 -5.972 0.863
C 0.371 3.100 -0.630
Cl -1.884 -2.111 -1.291
C -0.828 4.762 2.193
H -0.971 1.136 -7.199
C 5.232 0.421 1.607
N -1.233 3.384 -5.908
N -0.664 -2.463 2.319
H -2.875 3.392 5.177
H -0.755 5.821 -3.871
H -2.774 -5.428 0.716
H -6.782 -3.056 -0.517
C 2.779 4.972 -2.574
H 4.875 4.152 0.604
H -1.554 3.890 -1.224
O -2.053 5.481 -5.770
C -0.891 -0.245 -5.555
H 1.211 1.050 -2.737
H 3.840 -0.737 -4.355
C 6.304 1.340 1.860
Ge -0.842 2.246 3.129
H -3.983 -1.532 -0.417
C -4.125 4.911 0.246
H -1.551 2.154 -1.002
C 0.404 -3.028 2.877
H -3.272 -4.858 -1.668
C -0.373 7.154 2.822
H -1.281 1.411 5.467
C -4.443 -4.844 2.820
H 7.205 0.975 2.332
C -3.107 -0.974 -0.725
C -1.152 3.087 -0.596
H -1.237 2.748 -3.236
C -0.170 8.479 2.468
C 2.983 0.210 -2.620
C -3.669 -4.887 0.441
C -1.302 4.639 -5.325
C 1.585 3.618 -4.672
H 0.760 3.070 -1.650
H 2.368 0.186 -4.689
C 1.719 1.026 3.916
H 5.559 3.528 -3.768
C 1.465 5.239 -2.915
H 6.939 3.345 1.687
N -5.714 -3.840 1.052
H -0.597 -4.571 -2.275
C 1.689 -4.882 0.235
H -0.348 6.866 3.865
C -1.837 -3.072 2.492
H 5.012 2.827 -2.247
H 0.307 4.657 4.002
C -3.777 3.722 1.144
H 3.231 5.524 -1.758
C 1.029 -4.234 -0.865
C -3.952 -4.573 -0.873
C -0.222 8.865 1.135
H -0.067 9.900 0.861
C 4.948 3.713 -2.884
H -0.547 8.212 -0.882
```

Output
- HOMO energy (eV) = -5.506
- max |F| (eV/Å) = 0.73
- energy relative to the best compared isomer or geometry (same formula, charge and spin) (eV) = 0.188
- HOMO-LUMO gap (eV) = 4.1870

(2)
A 2-piece molecular cluster, C9H14 overall in a non-equilibrium geometry, computed with ωB97M-V/def2-TZVPD.

```
23
Properties=species:S:1:pos:R:3
C 1.187 0.899 -0.304
H -0.905 -1.868 -2.039
H -3.481 -0.402 1.690
C -2.538 -0.614 1.947
H 3.925 -1.165 -0.832
C -1.912 0.723 2.328
H -0.873 0.623 2.772
H 3.849 0.567 -0.342
H -1.842 1.387 1.485
H 3.635 0.130 -2.128
C 1.893 -0.129 -0.941
C -0.202 1.074 -0.672
H -1.882 0.407 -1.797
H -2.486 1.318 2.908
C 1.062 -1.148 -1.600
H -2.516 -1.380 2.824
C 3.442 -0.190 -1.112
H 1.597 -1.943 -2.251
C -0.272 -1.138 -1.777
H -0.546 2.140 -0.342
C -0.935 0.150 -1.383
H -1.946 -0.889 1.070
H 1.748 1.448 0.497
```

Output
- HOMO energy (eV) = -8.857
- max |F| (eV/Å) = 6.93
- energy relative to the best compared isomer or geometry (same formula, charge and spin) (eV) = 2.352
- HOMO-LUMO gap (eV) = 9.8721

(3)
C24H22N2S4Sr as an isolated structure, computed with ωB97M-V/def2-TZVPD.

```
53
Properties=species:S:1:pos:R:3
C -2.848 4.465 -1.994
H -3.206 0.541 1.842
H 0.416 3.584 1.057
C -1.512 -1.793 4.877
C 5.570 -4.948 -4.076
C -2.484 6.010 -0.191
N -0.447 1.812 0.413
N -1.835 -0.566 0.749
H -3.019 1.087 0.162
H -0.602 -1.775 5.462
H 7.344 -5.781 -4.936
C -2.532 -1.767 1.224
C -2.489 0.710 1.041
H -2.800 -1.873 6.592
H -0.899 5.506 1.166
C 6.968 -2.612 -3.826
H -2.741 6.921 0.333
H -4.874 -1.936 5.248
S 0.351 -1.937 0.187
C -3.186 5.635 -1.325
C -3.838 -1.860 3.372
C -0.130 0.755 -0.325
H -1.533 2.771 -2.063
C -1.810 3.673 -1.530
H 0.830 3.100 -0.594
H 8.622 -3.645 -4.707
H -3.537 -1.748 0.799
H -0.956 1.348 2.414
S 5.045 -1.101 -2.699
C 0.019 3.174 0.126
H -3.994 6.254 -1.692
C -0.617 -0.584 0.219
Sr 2.448 -1.690 -2.110
H 5.005 -5.867 -4.169
H -0.477 -1.745 2.998
S 3.227 -4.138 -3.024
C 4.917 -3.843 -3.513
H -2.005 -2.633 0.830
C -3.910 -1.888 4.759
H -3.388 4.175 -2.886
C -1.432 1.685 1.489
H 7.512 -1.681 -3.719
S 0.681 0.855 -1.775
H -4.749 -1.888 2.784
C -1.447 5.212 0.277
C -1.441 -1.772 3.493
C 7.592 -3.714 -4.379
C -2.607 -1.804 2.731
C -1.102 4.043 -0.388
H -1.872 2.667 1.655
C 5.639 -2.637 -3.384
C -2.747 -1.852 5.512
C 6.882 -4.900 -4.507
```

Output
- HOMO energy (eV) = -5.856
- max |F| (eV/Å) = 0.11
- energy relative to the best compared isomer or geometry (same formula, charge and spin) (eV) = 0.461
- HOMO-LUMO gap (eV) = 4.2275

(4)
One molecule with the formula C4H7NO in a non-equilibrium geometry, computed with ωB97M-V/def2-TZVPD.

```
13
Properties=species:S:1:pos:R:3
C -0.949 0.227 1.354
C 0.048 -0.752 -1.682
H 0.649 -0.318 -2.480
H -0.915 -1.018 -2.125
H -1.711 0.917 1.711
H 0.709 1.027 2.344
C -0.086 0.187 -0.547
C 1.031 0.334 0.392
O 2.222 0.224 0.280
H 0.552 -1.656 -1.355
H -0.651 1.071 -0.780
N 0.329 0.573 1.540
H -1.230 -0.814 1.346
```

Output
- HOMO energy (eV) = -8.644
- max |F| (eV/Å) = 3.41
- energy relative to the best compared isomer or geometry (same formula, charge and spin) (eV) = 2.857
- HOMO-LUMO gap (eV) = 9.4077

(5)
A 2-piece molecular cluster, C9H14O overall in a non-equilibrium geometry, computed with ωB97M-V/def2-TZVPD.

```
24
Properties=species:S:1:pos:R:3
C -1.075 1.872 -0.631
H 2.665 0.397 -2.133
C -2.127 1.054 1.487
O 1.794 0.782 -2.348
C -0.096 1.793 -1.599
H 0.916 -3.540 -0.075
H -0.613 -2.643 -0.040
H -0.833 -2.758 2.479
C 1.164 0.132 -0.135
H 0.964 -2.136 0.488
H -2.103 0.031 1.855
C 0.978 0.911 -1.305
H -1.880 2.593 -0.669
H 0.672 -3.671 2.529
C 0.257 0.432 0.850
C 0.234 -2.948 0.565
H 0.370 -0.069 1.804
C -0.911 1.156 0.583
H -0.851 -4.344 1.914
H 2.048 -0.465 0.018
H -0.200 2.142 -2.615
H -2.077 1.822 2.267
C -0.210 -3.466 1.920
H -3.064 1.273 0.987
```

Output
- total charge = +1
- 2S+1 = 2
- HOMO energy (spin up / spin down) (eV) = -14.036 / -14.166
- expectation value of S² = 0.77
- max |F| (eV/Å) = 2.57
- energy relative to the best compared isomer or geometry (same formula, charge and spin) (eV) = 0.945
- HOMO-LUMO gap (spin up / spin down) (eV) = 10.2599 / 6.6972

(6)
A 2-piece molecular cluster, C18H25NO3 overall in a non-equilibrium geometry, computed with ωB97M-V/def2-TZVPD.

```
47
Properties=species:S:1:pos:R:3
N 1.407 0.714 -0.766
H -0.038 -4.579 0.861
C -1.008 0.654 -4.417
H -0.887 0.038 2.288
H -4.711 1.730 1.735
C 2.677 0.850 -0.051
C -2.004 -0.568 -0.098
H -0.972 -3.720 2.906
H 0.769 -3.839 3.161
O -2.290 -0.694 -1.277
H 2.865 -0.039 0.568
C -3.665 1.065 -0.037
H -4.954 2.729 0.297
H -3.260 1.489 -0.964
C -0.994 -1.322 0.673
H -1.370 -2.746 -4.474
C -0.069 -1.657 -3.177
C 0.341 -0.395 -2.679
C -1.010 -1.759 -4.185
H -1.373 1.557 -4.912
C 0.196 -3.537 1.112
H 0.354 1.738 -3.146
C 0.442 1.802 -0.601
H -4.446 0.336 -0.293
C 1.163 -0.359 -1.501
C -4.213 2.149 0.854
H 1.771 -1.245 -1.271
H -1.992 -1.319 2.529
C -0.004 -3.302 2.599
H 0.329 -2.544 -2.694
C -1.494 -0.601 -4.809
H -3.429 2.837 1.189
H -0.191 -1.667 4.009
H 3.514 0.957 -0.758
O -0.977 -3.093 -0.909
H -2.262 -0.684 -5.580
H -0.587 1.423 -0.667
O -2.617 0.374 0.672
H 0.610 2.235 0.393
H 0.592 2.591 -1.351
C 0.038 -1.814 2.946
C -0.997 -1.043 2.121
C -0.652 -2.640 0.189
H 1.254 -3.374 0.849
C -0.066 0.763 -3.400
H 2.622 1.743 0.578
H 1.044 -1.409 2.772
```

Output
- HOMO energy (eV) = -6.416
- max |F| (eV/Å) = 1.98
- energy relative to the best compared isomer or geometry (same formula, charge and spin) (eV) = 4.315
- HOMO-LUMO gap (eV) = 5.2720

(7)
An isolated ion of composition C17H30N and charge +1, computed with ωB97M-V/def2-TZVPD.

```
48
Properties=species:S:1:pos:R:3
H 4.248 -1.186 -0.394
H 2.700 0.673 -2.198
H -1.261 -0.353 -0.912
C -1.587 3.015 0.307
N 2.639 0.167 -0.154
H 0.243 -1.915 -1.057
H 4.457 -0.012 0.910
H -0.855 -3.475 1.248
H -2.192 -2.680 -0.797
C -0.840 3.086 -0.857
C 0.289 2.046 1.446
H 1.096 0.239 -1.585
C 1.877 -0.702 0.793
C -1.017 2.503 1.460
C 2.467 1.605 0.267
H 2.890 1.703 1.269
H -3.587 -0.814 -1.760
C 4.076 -0.153 -0.100
H 1.881 -2.765 1.363
H 4.631 0.495 -0.777
C -2.043 -2.089 0.109
H 3.059 2.214 -0.419
H -0.516 -1.788 1.579
H 0.522 -3.581 -0.600
C 1.041 2.092 0.274
H -5.466 0.197 -0.460
H -4.807 -1.208 0.366
H 2.315 -1.019 -1.872
H -4.391 0.415 0.921
C 0.468 2.632 -0.873
H 2.605 -2.503 -0.205
H 0.730 1.669 2.357
H -3.262 0.851 -1.279
C -3.390 -0.167 -0.903
C 2.157 0.002 -1.535
H -1.585 2.467 2.376
H -2.604 3.371 0.319
H -1.270 3.503 -1.754
C -4.585 -0.195 0.041
C -2.085 -0.600 -0.234
C -0.729 -2.499 0.778
H -1.945 -0.016 0.680
H -2.861 -2.315 0.791
C 1.782 -2.191 0.440
H 1.048 2.722 -1.780
H 2.348 -0.579 1.770
C 0.445 -2.567 -0.208
H 0.864 -0.297 0.849
```

Output
- total charge = +1
- HOMO energy (eV) = -12.789
- max |F| (eV/Å) = 0.98
- energy relative to the best compared isomer or geometry (same formula, charge and spin) (eV) = 0.041
- HOMO-LUMO gap (eV) = 10.4165

(8)
A 2-piece molecular cluster, C3H7F3O overall in a non-equilibrium geometry, computed with ωB97M-V/def2-TZVPD.

```
14
Properties=species:S:1:pos:R:3
C 0.000 0.000 0.000
H 0.541 -0.225 0.935
H 0.280 -0.751 -0.758
H -1.654 0.625 1.129
O 0.599 5.590 0.251
C -1.473 -0.074 0.290
H 0.314 0.995 -0.358
H 0.612 5.876 -0.691
H 0.139 4.720 0.239
H -2.116 0.241 -0.554
F -1.262 -1.739 1.834
C -1.925 -1.476 0.729
F -1.629 -2.221 -0.330
F -3.203 -1.495 1.035
```

Output
- HOMO energy (eV) = -11.685
- max |F| (eV/Å) = 4.97
- energy relative to the best compared isomer or geometry (same formula, charge and spin) (eV) = 0.201
- HOMO-LUMO gap (eV) = 12.1936